# 1
Below is a 2-piece molecular cluster, C21H41IO7S overall at a distorted geometry, with properties calculated with ωB97M-V with the def2-TZVPD basis set.

```
71
Properties=species:S:1:pos:R:3:forces:R:3
C 3.51394 -2.16311 -0.99468 -0.15 -0.39 0.32
C 2.27206 -3.01786 -1.27106 0.13 0.36 0.08
C 1.44538 -2.52722 -2.47452 -0.04 -0.09 0.26
C 0.07434 -1.94522 -2.08380 0.50 0.39 -0.38
C 0.16565 -0.42015 -1.93581 -0.18 -0.27 -0.13
C -1.15314 0.29668 -1.63118 0.37 -0.09 0.09
C -1.60851 0.44840 -0.17173 -0.15 -0.46 -0.17
C -2.02240 -0.93046 0.37367 -0.12 0.10 0.41
C -2.93853 -0.97547 1.61290 -0.20 -0.13 -0.45
C -2.94858 -2.36906 2.23942 0.21 -0.51 0.16
O -4.21673 -3.02616 2.03614 -0.08 0.72 -0.06
C -4.31553 -3.73719 0.88770 0.22 -0.57 -0.11
C -5.44951 -3.32190 0.00905 -0.56 -0.25 0.05
O -3.55424 -4.62592 0.61114 0.13 0.27 -0.05
O -2.87969 1.16350 -0.32443 0.14 0.16 -0.26
S -3.16472 2.25814 0.76889 -0.47 0.24 0.12
O -3.19732 3.54438 0.15747 0.03 -0.33 -0.02
O -4.25750 1.85529 1.59206 0.33 0.16 -0.16
O -1.82522 2.04311 1.56172 0.19 -0.42 0.26
C -0.74335 1.35896 0.80727 -0.53 1.03 0.32
C 0.00582 0.62208 1.94345 0.37 -0.19 -0.37
C 0.78036 1.55673 2.86746 -0.19 -0.05 0.39
C 0.93798 -0.54757 1.53527 -0.08 -0.02 0.71
C 0.81750 -1.73087 2.50763 -0.27 0.01 -0.10
C 0.04073 2.51536 0.08052 0.28 -0.44 0.04
I -0.07081 4.42764 1.10263 0.05 0.03 -0.19
C 1.52611 2.24049 -0.23530 0.28 0.06 -0.48
C 1.90041 2.36224 -1.73034 -0.35 0.07 0.04
H 3.86825 -2.34694 0.02129 0.10 0.00 0.00
H 4.32828 -2.42098 -1.66885 0.02 0.23 -0.16
H 3.27783 -1.10112 -1.06227 0.08 0.08 -0.13
H 2.56920 -4.05723 -1.40259 0.01 -0.06 0.01
H 1.65669 -2.98876 -0.36929 -0.16 -0.10 -0.01
H 1.31231 -3.33022 -3.19793 -0.02 -0.07 0.01
H 2.01397 -1.74335 -2.97999 0.03 -0.04 -0.18
H -0.26651 -2.42024 -1.16697 -0.25 -0.14 -0.07
H -0.62612 -2.13478 -2.89872 -0.26 -0.17 0.20
H 0.50181 -0.05831 -2.90801 0.07 0.12 -0.01
H 0.95356 -0.16305 -1.23807 0.11 0.12 0.13
H -1.15332 1.27358 -2.11053 -0.02 0.12 0.11
H -1.93764 -0.27939 -2.12310 -0.16 0.14 -0.04
H -2.57895 -1.39726 -0.44074 0.09 -0.11 -0.06
H -1.16196 -1.56559 0.55271 0.22 0.09 -0.04
H -2.72336 -0.19927 2.33868 0.11 -0.04 0.13
H -3.95757 -0.78811 1.27871 -0.05 0.21 0.13
H -2.18419 -3.01450 1.80340 0.09 0.01 0.04
H -2.77955 -2.35435 3.31255 -0.14 0.09 0.07
H -6.24236 -2.83688 0.57128 0.05 0.11 0.04
H -5.08305 -2.63478 -0.75350 0.09 0.09 0.04
H -5.85187 -4.19704 -0.49533 0.06 -0.01 -0.09
H -0.78535 0.19661 2.55514 -0.14 -0.05 -0.10
H 1.10073 0.97494 3.73411 0.09 -0.05 -0.02
H 1.67232 1.97150 2.40511 -0.01 0.08 -0.09
H 0.16370 2.36479 3.25305 -0.01 0.05 -0.06
H 0.75371 -0.91371 0.53607 0.06 0.09 -0.23
H 1.96462 -0.18942 1.60973 0.10 -0.04 -0.40
H 1.11172 -2.66583 2.03137 0.21 -0.01 0.06
H 1.41816 -1.58379 3.40255 0.05 -0.02 0.04
H -0.21523 -1.86861 2.83260 -0.05 0.00 0.00
H -0.45842 2.73354 -0.85635 -0.25 0.10 0.07
H 1.82989 1.25851 0.10988 -0.12 -0.12 0.13
H 2.15593 2.94857 0.29527 -0.04 -0.09 0.23
H 2.58697 3.18672 -1.90496 0.10 -0.03 0.02
H 2.34976 1.44153 -2.09134 0.18 0.01 -0.08
H 1.02012 2.54095 -2.34992 -0.05 0.00 -0.03
C 5.27973 5.59792 -2.00728 -0.10 -0.02 0.10
O 4.59309 4.71860 -1.12221 0.01 0.05 -0.06
H 5.97020 4.99341 -2.58947 0.01 -0.02 0.00
H 4.58795 6.09917 -2.68919 0.03 0.00 -0.03
H 5.84840 6.35241 -1.45817 0.03 0.00 -0.03
H 3.98209 5.24596 -0.60027 -0.03 -0.02 0.05
```
Forces are in eV/Å.

The value obtained for the gap between HOMO and LUMO is 9.601 eV. Its energy above the lowest of the compared OMol25 structures with the same formula, charge and spin is 0.0 kJ/mol. As for the max |F|: 0.0234 hartree/bohr. For the total energy, the calculation gives -2047.2790 Ha. Its HOMO energy is -9.28 eV. Its SMILES is CCCCCC[C@]1(CCCOC(C)=O)OS(=O)(=O)O[C@]1([C@H](C)CC)[C@@H](I)CC.CO.

# 2
Below is one molecule with the formula C19H31BFIN2O8S at a distorted geometry, with properties calculated with ωB97M-V with the def2-TZVPD basis set.

```
64
Properties=species:S:1:pos:R:3:forces:R:3
C -4.05979 1.82365 4.49223 0.39 0.66 -0.25
C -2.49381 2.22324 4.33150 -1.51 0.58 -0.33
S -1.56534 0.80518 3.56234 -0.20 0.62 0.25
C -2.61833 0.01750 2.20607 -0.93 -0.22 0.15
C -1.58194 -0.55547 1.10706 1.65 -0.33 0.87
C -1.81801 -2.06407 0.59725 -1.47 0.25 -0.55
B -1.78343 -3.18621 1.76720 0.36 -1.60 0.80
O -1.56627 -4.57667 1.35174 1.10 2.64 1.07
O -1.90030 -2.95817 3.18647 1.42 -0.06 -1.88
O -0.36536 -0.74006 1.93590 2.18 -1.26 -1.74
C 0.79729 -0.87026 1.09800 0.53 -1.05 1.00
O 1.67617 -1.73617 1.25681 -3.44 3.31 -0.61
C 0.64492 0.35318 0.06875 0.85 -0.88 -0.82
C 1.44418 0.22033 -1.32356 0.45 -0.01 -0.07
C 3.02041 -0.13754 -1.13225 0.42 0.97 -0.94
C 3.52013 -1.31406 -2.12832 0.46 -0.28 1.08
C 2.72572 -2.69685 -1.94721 -1.23 0.39 0.70
N 3.40911 -3.89269 -2.52229 -1.03 1.89 -2.46
C 3.51274 -3.85428 -3.97610 3.55 -2.01 -1.09
C 2.38548 -3.31935 -4.97510 -0.54 0.08 0.49
O 4.57625 -4.32691 -4.50348 -3.73 1.60 1.78
C 1.47351 1.50908 0.81754 1.18 -1.24 5.11
O 1.88880 1.27280 1.99147 -1.83 0.78 -4.75
N 1.83016 2.83002 0.23855 0.51 -0.16 -0.77
C 3.28008 3.03091 0.12203 3.37 0.30 2.20
O 4.12187 2.95093 1.02251 -3.52 0.26 -3.75
F 3.76498 3.41415 -1.17868 -1.92 -0.97 2.58
C -0.98129 0.49577 0.00186 0.07 1.18 0.44
I -1.92715 -0.08068 -1.92324 0.70 0.28 0.30
C -1.28007 2.06288 0.18860 -0.93 0.13 -0.37
C -2.78086 2.53214 -0.15509 -0.12 1.55 0.32
C -2.84806 3.39807 -1.53400 0.68 -0.33 0.06
O -2.37598 4.77337 -1.33345 0.68 -0.99 -0.12
H -4.66195 2.72033 4.90048 0.96 -1.54 -0.37
H -4.11316 0.90419 5.17342 -0.15 1.42 -0.97
H -4.53380 1.58336 3.46449 0.89 0.27 1.70
H -2.35561 3.16836 3.68633 -0.40 -1.43 0.89
H -2.03088 2.48537 5.35875 -0.59 -0.87 -1.71
H -3.40492 0.72824 1.78713 1.33 -0.85 0.36
H -3.20522 -0.81734 2.75006 1.16 1.07 -1.29
H -1.04474 -2.40172 -0.19647 -1.14 0.80 1.29
H -2.84443 -2.16680 0.07269 1.52 0.22 0.66
H -0.78869 -4.84200 1.90934 -1.23 -0.29 -0.59
H -1.01356 -3.12921 3.59277 -1.21 0.22 -0.17
H 1.37367 1.26264 -1.82317 -0.07 -1.79 0.66
H 1.02501 -0.56522 -2.03528 0.12 1.20 1.19
H 3.58752 0.80982 -1.48578 -0.73 -1.53 0.65
H 3.32869 -0.29675 -0.04634 -0.57 -0.15 -1.49
H 4.63014 -1.54439 -1.88950 -1.71 0.55 -0.42
H 3.47548 -0.94022 -3.21037 -0.03 -0.61 1.48
H 1.68522 -2.55690 -2.43676 1.67 -0.57 0.65
H 2.49260 -2.95807 -0.84450 0.59 0.81 -1.66
H 4.30618 -4.09990 -2.06511 -0.46 0.10 -0.69
H 1.31536 -3.61772 -4.66379 1.70 0.62 -0.17
H 2.52425 -3.76518 -6.03109 0.27 0.76 1.95
H 2.46625 -2.16612 -5.01774 -0.23 -1.89 -0.01
H 1.43809 3.52332 0.91134 0.70 -0.56 -0.63
H -0.59866 2.61233 -0.57090 -0.90 -0.88 1.42
H -1.06284 2.40360 1.27427 0.01 -0.82 -1.74
H -3.56843 1.70855 -0.10965 1.24 1.00 -0.33
H -3.07721 3.29330 0.66787 0.36 -1.19 -1.30
H -2.13028 2.93940 -2.30923 -1.50 0.35 1.01
H -3.91681 3.49188 -1.93099 1.56 -0.33 0.57
H -1.42308 4.82911 -1.59336 -1.33 -0.19 0.35
```
Forces are in eV/Å.

The value obtained for the gap between HOMO and LUMO is 8.164 eV. As for the max |F|: 0.1048 hartree/bohr. For the total energy, the calculation gives -2274.5094 Ha. Its HOMO energy is -8.79 eV. Its SMILES is CCSC[C@]1(CB(O)O)OC(=O)[C@](CCCCNC(C)=O)(C(=O)NC(=O)F)[C@]1(I)CCCO.

# 3
Below is C46H32BrN9OOsSSeSi as an isolated structure, with properties calculated with ωB97M-V with the def2-TZVPD basis set.

```
93
Properties=species:S:1:pos:R:3:forces:R:3
Os -0.44632 0.20316 -0.65974 -0.26 -0.25 0.20
Br -4.14536 -0.51770 5.71667 0.01 -0.02 -0.02
C -2.49060 0.38733 5.86114 0.04 -0.03 0.02
C -2.47899 1.76291 6.02863 0.00 0.01 0.00
C -1.26331 2.42187 6.12430 -0.02 0.01 -0.03
C -0.07767 1.71318 5.99151 -0.03 -0.03 -0.02
C -0.09509 0.32528 5.89023 -0.01 0.06 -0.02
C -1.30962 -0.34165 5.83170 0.01 -0.01 -0.01
N 1.13953 2.47579 6.06765 -0.01 -0.05 0.13
N 1.99215 2.40491 5.17851 -0.03 0.08 -0.02
C 1.75506 1.62702 3.99626 0.13 -0.08 -0.05
C 2.57064 0.56045 3.73472 -0.02 -0.01 0.03
C 2.38739 -0.22266 2.58052 -0.02 -0.04 0.02
C 1.40164 0.10440 1.70125 -0.12 0.05 -0.03
O 1.16387 -0.65127 0.55793 0.05 -0.10 -0.04
C 0.60400 1.25071 1.89921 0.07 -0.07 -0.06
N -0.31423 1.57432 0.93136 -0.02 -0.01 -0.05
C -1.02645 2.67362 1.07235 0.02 0.01 -0.02
C -0.88423 3.53305 2.17230 0.02 0.01 0.01
C 0.02046 3.22690 3.14870 -0.04 -0.01 0.02
C 0.78949 2.04525 3.04283 -0.02 0.03 0.05
H -3.40771 2.31067 6.10612 0.00 0.00 0.00
H -1.22772 3.49075 6.29338 -0.01 0.00 0.00
H 0.82754 -0.23744 5.88857 0.03 0.00 -0.02
H -1.33443 -1.42388 5.78503 0.00 0.07 -0.01
H 3.34717 0.30323 4.44331 0.00 0.00 0.00
H 3.01623 -1.08317 2.39281 0.00 0.00 -0.01
H -1.72142 2.90299 0.27464 0.00 -0.01 0.00
H -1.48274 4.43107 2.21963 0.01 0.00 0.00
H 0.16691 3.89105 3.98948 0.00 0.00 0.02
Se -3.41165 -6.89920 -1.35263 0.00 -0.01 0.00
N -3.32070 -5.75838 0.00293 0.00 0.01 -0.01
C -2.75268 -4.67173 -0.45128 0.00 0.00 0.01
C -2.51342 -3.48880 0.36566 -0.01 -0.01 0.05
C -2.87606 -3.39975 1.71119 0.01 -0.01 -0.05
C -2.61207 -2.23534 2.40160 -0.01 0.01 0.06
C -2.01392 -1.17585 1.73158 0.04 0.00 0.01
N -1.67903 -1.24068 0.44051 -0.01 0.09 0.01
C -1.90037 -2.39114 -0.23401 -0.02 0.04 0.00
C -1.46866 -2.41971 -1.62538 0.01 -0.02 -0.01
N -0.80966 -1.32887 -2.07830 -0.03 0.06 -0.06
C -0.44901 -1.29905 -3.36102 0.00 -0.03 0.03
C -0.68785 -2.35240 -4.23454 -0.01 -0.02 0.00
C -1.31108 -3.48763 -3.76737 0.01 0.01 -0.01
C -1.71663 -3.52657 -2.43377 0.01 0.00 0.01
C -2.37329 -4.68356 -1.83569 0.00 0.00 0.00
N -2.63754 -5.78233 -2.49381 0.00 0.01 0.00
H -3.35256 -4.24648 2.18793 0.00 0.00 -0.01
H -2.87362 -2.12596 3.44677 0.00 0.02 -0.05
H -1.79844 -0.24328 2.24120 -0.02 -0.01 -0.01
H 0.05872 -0.40662 -3.69614 -0.01 -0.03 0.00
H -0.36444 -2.26911 -5.26217 0.00 0.00 0.00
H -1.49601 -4.34200 -4.40483 0.00 0.00 0.00
N -3.75321 0.77485 -0.54806 0.03 0.02 0.04
C -3.14541 1.32878 -1.61097 0.01 0.01 -0.01
N -1.85180 1.26045 -1.85837 0.02 0.06 -0.02
C -1.54147 1.98851 -3.03899 -0.02 -0.01 0.01
C -0.29752 2.16309 -3.64309 -0.01 0.02 0.01
C -0.20541 2.91402 -4.80269 0.01 0.00 0.00
C -1.32780 3.50035 -5.38195 0.00 -0.01 0.00
C -2.56945 3.33883 -4.79862 0.00 0.00 0.00
C -2.65198 2.58472 -3.63763 0.00 -0.02 0.00
S -4.09353 2.24693 -2.72525 0.00 0.00 -0.01
H -3.24526 0.15606 0.05824 -0.01 -0.04 -0.02
H -4.75412 0.81273 -0.46441 0.00 -0.01 0.01
H 0.59850 1.73667 -3.22081 0.00 0.01 0.01
H 0.76417 3.04990 -5.26249 0.00 0.00 0.00
H -1.22955 4.08436 -6.28612 0.00 0.00 0.00
H -3.45274 3.78827 -5.23183 0.00 0.00 0.00
C 5.18383 2.93241 -0.28264 -0.01 0.00 0.00
C 3.86872 3.37695 -0.33683 0.00 -0.01 0.00
C 2.84651 2.47761 -0.59251 -0.01 0.02 -0.02
C 3.12453 1.12221 -0.79997 -0.01 -0.04 0.07
C 4.45658 0.69171 -0.74682 0.01 0.01 -0.01
C 5.47882 1.59176 -0.48820 0.00 0.00 0.00
Si 1.80577 -0.13933 -0.99386 0.25 0.21 0.03
C 2.31704 -1.63345 -1.93649 -0.04 0.01 -0.02
C 1.90968 -2.91396 -1.54639 0.00 0.00 0.01
C 2.23316 -4.01834 -2.31665 0.01 0.00 0.00
C 2.95901 -3.85584 -3.49211 -0.01 -0.01 0.00
C 3.37204 -2.59283 -3.89035 0.00 0.00 0.00
C 3.05559 -1.48625 -3.11409 0.00 0.01 -0.01
H 5.98209 3.63547 -0.08485 0.00 0.00 0.00
H 3.64448 4.42463 -0.18651 0.00 0.00 0.00
H 1.82490 2.84105 -0.64159 0.00 -0.01 0.00
H 4.69931 -0.35225 -0.91021 0.00 0.00 0.00
H 6.50428 1.24948 -0.45165 0.00 0.00 0.00
H 0.53468 1.30440 -1.35185 0.07 0.01 -0.19
H 1.34927 -3.04752 -0.62668 0.00 0.00 0.00
H 1.93150 -5.00874 -2.00062 0.00 0.00 0.00
H 3.21359 -4.72003 -4.09155 0.00 0.00 0.00
H 3.94911 -2.47090 -4.79727 0.00 0.00 0.00
H 3.39588 -0.50448 -3.42672 0.00 0.00 0.00
```
Forces are in eV/Å.

The value obtained for the gap between HOMO and LUMO is 7.137 eV. Its energy above the lowest of the compared OMol25 structures with the same formula, charge and spin is 0.0 kJ/mol. As for the max |F|: 0.0079 hartree/bohr. For the total energy, the calculation gives -8093.6560 Ha. As for the net charge: +2. Its HOMO energy is -12.90 eV.

# 4
Below is one molecule with the formula C4H9NO2, with properties calculated with ωB97M-V with the def2-TZVPD basis set.

```
16
Properties=species:S:1:pos:R:3:forces:R:3
C -0.68207 1.75898 0.56520 -0.21 0.41 0.04
O -0.20174 0.67191 1.35962 -0.48 -0.12 0.26
C -0.55801 -0.62669 0.88217 -0.10 0.23 -0.24
C 0.34098 -0.69615 -0.31580 0.43 -0.22 -0.29
C 1.80501 -0.91378 -0.06594 0.10 -0.13 -0.11
N -0.00523 -0.42112 -1.50449 0.29 -0.79 -0.07
O -1.39295 -0.47715 -1.68482 -0.18 0.33 -0.33
H -0.69835 2.55497 1.30188 -0.17 0.41 -0.23
H -0.04552 2.07845 -0.28894 0.05 -0.59 0.55
H -1.69666 1.62661 0.13174 0.45 -0.31 0.52
H -1.62723 -0.65237 0.64271 0.24 -0.10 -0.09
H -0.34946 -1.40505 1.64278 0.13 0.69 -0.28
H 1.94403 -1.99347 0.00916 0.12 -0.10 0.08
H 2.16453 -0.47201 0.85881 -0.17 0.13 0.11
H 2.43568 -0.57000 -0.88611 -0.24 0.06 -0.05
H -1.43303 -0.46311 -2.64796 -0.27 0.11 0.13
```
Forces are in eV/Å.

The value obtained for the gap between HOMO and LUMO is 10.514 eV. Its energy above the lowest of the compared OMol25 structures with the same formula, charge and spin is 345.4 kJ/mol. As for the max |F|: 0.0165 hartree/bohr. For the total energy, the calculation gives -362.9540 Ha. Its HOMO energy is -9.54 eV. Its SMILES is COC/C(C)=N\O.